# 1
Density functional theory data (ωB97M-V with the def2-TZVPD basis set) for a cluster of 8 separate species, C30H48O22S in total in a non-equilibrium geometry.

XYZ file:
```
101
Properties=species:S:1:pos:R:3:mulliken_charge:R:1
C 1.94 2.92 -2.03 -0.998
C 1.68 4.32 -1.47 0.814
C 2.88 5.27 -1.67 -0.417
O 2.39 6.25 -2.57 -0.375
C 1.07 6.07 -2.81 0.576
O 0.34 6.83 -3.37 -0.550
O 0.65 4.94 -2.23 -0.408
H 2.25 2.28 -1.20 0.025
H 2.62 2.95 -2.87 0.435
H 0.99 2.42 -2.27 0.223
H 1.32 4.25 -0.44 0.109
H 3.73 4.71 -2.06 0.311
H 3.21 5.77 -0.76 0.285
C 2.76 -3.33 1.68 -1.172
C 3.55 -4.65 1.73 0.299
C 2.81 -5.74 2.37 -0.534
O 1.99 -6.26 1.30 -0.356
C 2.57 -5.94 0.14 0.637
O 2.30 -6.34 -0.94 -0.521
O 3.66 -5.15 0.38 -0.327
H 3.45 -2.62 1.21 0.171
H 2.70 -2.85 2.66 0.475
H 1.76 -3.35 1.24 0.352
H 4.49 -4.31 2.14 0.388
H 2.11 -5.42 3.14 0.324
H 3.45 -6.55 2.73 0.274
C 5.09 -4.83 -4.77 -1.402
C 4.06 -3.80 -4.45 0.408
C 2.69 -4.34 -3.91 -0.354
O 2.57 -3.70 -2.65 -0.284
C 3.57 -2.80 -2.46 0.615
O 3.72 -2.17 -1.47 -0.446
O 4.42 -2.83 -3.51 -0.405
H 5.88 -4.44 -5.41 0.368
H 4.61 -5.49 -5.51 0.375
H 5.49 -5.34 -3.89 0.325
H 3.90 -3.30 -5.42 0.234
H 2.69 -5.42 -3.84 0.311
H 2.01 -3.91 -4.66 0.254
C -2.68 3.63 0.23 -0.797
C -2.56 3.58 1.73 1.153
C -1.71 4.54 2.59 -0.275
O -2.61 5.13 3.50 -0.372
C -3.90 4.63 3.27 0.543
O -4.85 4.85 3.91 -0.507
O -3.87 3.76 2.25 -0.408
H -3.38 2.90 -0.17 -0.244
H -1.76 3.59 -0.35 0.158
H -3.11 4.60 -0.06 0.483
H -2.15 2.63 2.07 -0.202
H -1.30 5.23 1.84 0.236
H -0.88 4.04 3.08 0.249
C -5.38 -3.56 2.90 -1.585
C -4.61 -2.58 2.03 0.585
C -5.43 -1.34 1.71 -0.343
O -4.41 -0.34 1.78 -0.185
C -3.44 -0.70 2.59 0.556
O -2.58 0.03 2.99 -0.498
O -3.52 -2.04 2.82 -0.387
H -4.73 -4.27 3.42 0.370
H -6.12 -4.21 2.42 0.404
H -5.90 -3.18 3.78 0.374
H -4.22 -3.11 1.17 0.246
H -6.23 -1.18 2.43 0.267
H -5.92 -1.28 0.74 0.158
C -5.48 0.87 -1.27 -1.277
C -6.85 0.62 -1.89 0.489
C -6.88 0.98 -3.38 -0.552
O -6.94 -0.24 -4.10 -0.334
C -7.03 -1.26 -3.18 0.578
O -7.09 -2.41 -3.45 -0.514
O -7.13 -0.78 -1.93 -0.381
H -4.78 0.06 -1.49 0.332
H -5.50 0.96 -0.18 0.288
H -4.97 1.78 -1.60 0.399
H -7.65 1.23 -1.47 0.350
H -6.06 1.65 -3.62 0.327
H -7.81 1.52 -3.56 0.301
C 4.15 1.99 1.62 -1.154
C 5.18 2.52 2.60 0.415
C 5.02 1.99 4.03 -0.364
O 6.32 1.50 4.35 -0.352
C 7.16 1.60 3.29 0.631
O 8.30 1.31 3.33 -0.507
O 6.51 2.19 2.24 -0.384
H 3.18 1.88 2.10 0.322
H 4.35 0.97 1.29 0.329
H 4.04 2.72 0.82 0.174
H 5.21 3.61 2.61 0.306
H 4.28 1.19 4.05 0.292
H 4.73 2.79 4.71 0.276
C 1.23 -0.58 -0.18 -0.672
S -0.14 0.07 0.81 0.570
O 0.18 1.54 0.98 -0.597
C -1.37 0.12 -0.51 -0.594
H 0.89 -1.47 -0.71 0.402
H 2.10 -0.82 0.43 0.068
H 1.49 0.09 -1.00 0.214
H -0.98 0.89 -1.18 0.198
H -2.38 0.29 -0.15 -0.088
H -1.39 -0.79 -1.13 0.492
```

- total charge = 0
- ΔE to the lowest compared entry with this formula, charge and spin (kcal/mol) = 52.0
- multiplicity = 1
- HOMO-LUMO gap (eV) = 9.5470
- molecular weight (g mol⁻¹) = 792.759


# 2
Density functional theory data (ωB97M-V with the def2-TZVPD basis set) for a cluster of 6 separate species, C30H49BrClN3O20P in total in a non-equilibrium geometry.

XYZ file:
```
105
Properties=species:S:1:pos:R:3:mulliken_charge:R:1
C 7.33 3.13 -1.70 -1.279
C 7.72 2.99 -3.16 -0.204
O 6.79 2.34 -4.03 -0.461
C 5.79 3.08 -4.66 1.178
C 6.24 4.02 -5.82 -0.525
C 7.73 4.07 -6.12 0.112
O 8.34 3.30 -6.80 -0.441
O 8.39 5.15 -5.55 -0.458
C 4.67 3.70 -3.79 0.575
C 4.92 5.09 -3.18 -0.343
C 3.87 5.67 -2.54 -1.044
C 4.01 6.93 -2.01 -0.751
C 5.24 7.52 -2.17 -0.642
C 6.23 6.82 -2.80 -0.544
N 6.13 5.60 -3.33 0.063
C 4.11 2.69 -2.77 -1.107
C 3.40 1.59 -3.53 -0.632
O 2.21 2.00 -4.18 -0.485
C 1.20 1.89 -3.39 0.722
N 0.28 1.79 -2.67 -0.508
N 4.37 0.97 -4.46 -0.244
Br 3.38 -0.33 -5.48 0.138
C 5.03 1.92 -5.43 -1.090
P 6.35 0.96 -6.43 0.403
O 6.50 -0.42 -5.54 -0.475
Cl 5.37 0.48 -8.20 -0.235
H 7.36 2.14 -1.23 0.367
H 6.34 3.53 -1.51 0.253
H 8.11 3.70 -1.20 0.420
H 8.62 2.38 -3.18 0.607
H 8.07 3.95 -3.53 0.111
H 5.93 5.04 -5.63 0.570
H 5.75 3.77 -6.75 0.536
H 8.40 5.87 -6.19 0.360
H 3.84 3.87 -4.49 0.543
H 2.92 5.18 -2.45 0.457
H 3.20 7.42 -1.49 0.484
H 5.43 8.51 -1.81 0.422
H 7.19 7.30 -2.90 0.461
H 3.38 3.14 -2.10 0.659
H 4.89 2.19 -2.19 0.307
H 3.13 0.82 -2.80 0.805
H 5.05 0.44 -3.89 0.649
H 4.28 2.32 -6.10 0.957
H 5.95 -1.11 -5.95 0.347
C 1.74 -4.31 1.31 -0.520
O 0.67 -3.43 0.93 -0.307
C 1.05 -2.27 0.41 0.869
O 2.19 -1.92 0.23 -0.586
O -0.04 -1.57 0.13 -0.343
C 0.23 -0.28 -0.43 -0.795
H 1.28 -5.20 1.72 0.239
H 2.34 -4.57 0.44 0.147
H 2.36 -3.84 2.07 0.312
H 0.77 -0.37 -1.37 0.266
H 0.79 0.33 0.27 0.359
H -0.73 0.20 -0.62 0.325
C 3.03 -3.94 -2.57 -0.546
O 4.09 -4.62 -3.25 -0.304
C 3.67 -5.49 -4.17 0.718
O 2.52 -5.72 -4.44 -0.527
O 4.74 -6.05 -4.73 -0.325
C 4.44 -7.02 -5.74 -0.631
H 3.49 -3.26 -1.86 0.283
H 2.43 -3.36 -3.27 0.267
H 2.40 -4.64 -2.03 0.224
H 3.89 -6.56 -6.56 0.294
H 3.86 -7.85 -5.32 0.298
H 5.39 -7.40 -6.11 0.227
C -6.35 -0.23 1.04 -0.759
O -5.42 -1.18 1.57 -0.351
C -4.21 -0.69 1.83 0.805
O -3.86 0.45 1.66 -0.554
O -3.46 -1.67 2.31 -0.330
C -2.13 -1.28 2.65 -0.339
H -7.29 -0.75 0.88 0.274
H -6.51 0.58 1.75 0.332
H -5.99 0.17 0.09 0.333
H -2.14 -0.52 3.43 0.354
H -1.60 -0.92 1.77 -0.035
H -1.62 -2.17 3.02 0.248
C -6.49 -1.88 4.00 -0.594
O -7.79 -1.52 4.49 -0.321
C -7.86 -1.42 5.82 0.759
O -6.96 -1.60 6.59 -0.541
O -9.11 -1.08 6.14 -0.334
C -9.34 -0.93 7.54 -0.621
H -6.55 -1.93 2.92 0.277
H -5.75 -1.13 4.28 0.229
H -6.20 -2.86 4.38 0.374
H -8.71 -0.15 7.96 0.317
H -9.15 -1.87 8.06 0.300
H -10.38 -0.66 7.68 0.196
C -12.85 -2.56 12.99 -0.634
O -12.15 -2.86 11.78 -0.311
C -12.93 -2.92 10.70 0.784
O -14.12 -2.76 10.67 -0.532
O -12.16 -3.21 9.65 -0.290
C -12.87 -3.31 8.41 -0.697
H -12.11 -2.54 13.78 0.220
H -13.34 -1.59 12.92 0.294
H -13.59 -3.34 13.21 0.295
H -13.35 -2.36 8.17 0.317
H -13.61 -4.11 8.45 0.335
H -12.14 -3.53 7.64 0.219
```

- total charge = +1
- multiplicity = 1
- HOMO-LUMO gap (eV) = 6.5329
- molecular weight (g mol⁻¹) = 918.054


| no. | energy (eV) |
| --- | --- |
| 1 | -87768.118 |
| 2 | -169169.806 |